# 1
B2CuH60O26 | ωB97M-V with the def2-TZVPD basis set

Computed properties:
**Gap between HOMO and LUMO (alpha / beta)**: 9.83 / 7.53 eV
**F_max**: 4.42 eV Å⁻¹
**Spin multiplicity**: 2

CARTESIAN COORDINATES (ANGSTROEM)
Cu 1.27646 1.88547 -0.88768
B 0.28497 3.60370 0.28128
H 0.80657 3.97763 -0.58610
H 0.18068 4.44091 0.95393
H -0.65704 3.16017 -0.00178
H 0.86721 2.84740 0.78452
B 0.00214 0.06468 -0.20928
H 0.32264 -0.30022 -1.17279
H -0.42151 1.05003 -0.32691
H -0.68839 -0.61353 0.26762
H 0.88378 0.15236 0.40656
O 3.74072 -3.79786 -3.70367
H 2.79520 -3.79580 -3.55453
H 4.05000 -4.59433 -3.27215
O 3.49016 -0.86291 0.75059
H 2.67735 -1.17724 0.35464
H 3.51067 -1.27382 1.61486
O 4.25683 0.40502 4.60884
H 5.04324 -0.04415 4.29894
H 3.53271 -0.07050 4.20170
O -4.68991 -1.81567 -2.50344
H -4.74040 -2.29382 -1.67576
H -4.70144 -0.89306 -2.24870
O 5.56994 -0.37338 -0.86950
H 5.93853 0.31991 -0.32204
H 4.85969 -0.74194 -0.34419
O -3.43560 0.04736 3.23334
H -3.00780 0.12946 2.38100
H -4.24973 0.54240 3.14191
O 1.20422 -4.01548 -2.68033
H 0.65300 -3.23439 -2.72833
H 1.16565 -4.28032 -1.76130
O -0.26021 0.07677 2.95468
H -0.40296 0.09168 2.00829
H -1.01901 -0.39018 3.30452
O -4.38824 -2.72796 2.65993
H -4.96329 -3.39069 3.04244
H -4.07217 -2.22310 3.40922
O 1.07395 -2.57933 0.52033
H 0.38785 -1.94347 0.72324
H 0.60284 -3.39575 0.35372
O 2.24354 -1.19902 3.10212
H 1.57547 -0.55452 3.33565
H 1.96162 -2.00465 3.53539
O 0.01965 1.95532 -2.71003
H -0.69303 1.34753 -2.90724
H 0.18907 2.40350 -3.53868
O 2.12086 3.09501 3.53342
H 2.02662 2.15019 3.65443
H 3.05313 3.22267 3.35789
O -4.76207 0.88533 -1.75690
H -4.70084 1.59988 -2.39086
H -4.22830 1.17465 -1.01690
O -0.17703 -5.12775 0.27247
H -0.17381 -5.93574 -0.24073
H -0.10971 -5.42046 1.18134
O 2.73915 3.38529 -2.05222
H 2.48349 4.27218 -2.30574
H 3.58492 3.24810 -2.47895
O 1.18402 -0.58362 -4.06078
H 1.73843 -0.46220 -4.83158
H 0.55665 -1.25837 -4.32030
O -2.37445 2.91027 2.18562
H -1.65363 3.15423 1.60499
H -3.16422 3.08022 1.67219
O -1.85972 5.37335 -0.30676
H -2.51675 5.08987 0.32898
H -1.07646 4.87083 -0.08271
O -1.89728 4.70990 -2.91157
H -1.99187 5.16504 -2.07484
H -2.09469 3.79505 -2.71080
O -5.12331 -2.80383 0.01099
H -5.83921 -3.43447 0.08852
H -4.58485 -2.95536 0.78773
O -1.00868 -2.07953 -2.55039
H -0.76788 -1.43591 -1.88407
H -1.79996 -1.72270 -2.95387
O -1.27657 2.08072 4.87761
H -1.97836 2.64493 4.55295
H -0.62941 2.07273 4.17240
O -2.00822 -4.87875 -1.92743
H -1.79705 -3.97674 -2.16833
H -1.43900 -5.06742 -1.18136
O 2.96343 1.65651 0.44666
H 3.46069 2.32624 0.91617
H 3.40674 0.83525 0.65935
O 2.86297 0.49460 -1.98249
H 3.70073 0.06267 -1.81573
H 2.37588 -0.12711 -2.52328


# 2
B3F12Tl | ωB97M-V with the def2-TZVPD basis set

Computed properties:
**Gap between HOMO and LUMO**: 1.70 eV
**Energy above the lowest of the compared OMol25 structures with the same formula, charge and spin**: 7.042 eV
**F_max**: 3.89 eV Å⁻¹
**Spin multiplicity**: 1

CARTESIAN COORDINATES (ANGSTROEM)
Tl -0.43743 -0.54046 -1.43565
B 0.56981 0.60379 3.22419
F -0.13476 -0.48297 2.95107
F 0.47704 0.85676 4.57998
F 1.83921 0.39003 2.83618
F -0.03235 1.57851 2.45963
B -4.89402 -0.27693 0.07764
F -4.75295 -0.05750 -1.30688
F -4.18089 0.76376 0.56683
F -6.20363 -0.26374 0.34931
F -4.25723 -1.45542 0.45046
B 4.42102 -0.21277 -2.94305
F 3.67463 -1.30410 -3.24509
F 5.71817 -0.62704 -2.65180
F 4.38985 0.62064 -4.00749
F 3.80347 0.40744 -1.90531


# 3
B5CuH20 | ωB97M-V with the def2-TZVPD basis set

Computed properties:
**Charge**: -3
**Gap between HOMO and LUMO (alpha / beta)**: 2.48 / 2.92 eV
**Energy above the lowest of the compared OMol25 structures with the same formula, charge and spin**: 32.133 eV
**F_max**: 12.99 eV Å⁻¹
**Spin multiplicity**: 2

CARTESIAN COORDINATES (ANGSTROEM)
Cu 0.14299 -0.01410 0.05051
B 1.00090 -0.86152 1.11398
H 0.96497 0.21685 1.10593
H 1.34118 -1.17355 0.13874
H 1.75051 -1.22652 1.79889
H 0.06493 -1.27882 1.45172
B 1.38003 0.88750 -0.81851
H 0.42588 0.68454 -1.27965
H 1.91804 1.68986 -1.29914
H 1.12931 1.06270 0.21623
H 1.98952 -0.00276 -0.83265
B -0.29506 -1.13522 -1.24337
H -0.61846 -1.94972 -0.61389
H -0.31936 -1.40516 -2.28778
H -0.99475 -0.36972 -0.94559
H 0.73496 -0.87093 -1.06052
B -1.42802 -0.39369 1.15927
H -1.32434 -0.98513 0.26278
H -0.57607 0.26814 1.17972
H -2.33888 0.18472 1.15561
H -1.43493 -1.02495 2.03431
B -0.72148 1.53070 -0.27642
H -1.16244 0.58002 -0.53335
H -1.49396 2.22450 0.01711
H -0.03215 1.37243 0.53845
H -0.10341 1.98977 -1.03239


# 4
B6F24Li | ωB97M-V with the def2-TZVPD basis set

Computed properties:
**Charge**: -5
**Gap between HOMO and LUMO**: 10.39 eV
**Energy above the lowest of the compared OMol25 structures with the same formula, charge and spin**: 1.097 eV
**F_max**: 4.27 eV Å⁻¹
**Spin multiplicity**: 1

CARTESIAN COORDINATES (ANGSTROEM)
Li 0.71804 -4.14678 9.90588
B 3.90324 -7.50763 12.84309
F 4.73815 -8.02257 11.96086
F 4.66507 -6.95962 13.82723
F 3.07006 -6.57083 12.22679
F 3.10244 -8.45053 13.32909
B -0.34319 -8.87945 9.81582
F -0.90030 -9.73319 8.84159
F 0.74611 -9.61837 10.21653
F 0.12975 -7.67894 9.40080
F -1.20307 -8.69927 10.89114
B -3.42141 -2.95352 11.61510
F -2.39467 -3.69143 11.10192
F -3.68034 -1.84605 10.86015
F -4.48876 -3.76319 11.63095
F -3.14005 -2.56910 12.91126
B 4.84400 -5.21759 6.42686
F 6.10313 -5.65676 6.85895
F 3.93947 -5.07799 7.41052
F 4.94143 -4.00162 5.85650
F 4.37454 -6.15947 5.53773
B -0.52661 -1.93864 6.38277
F -0.42459 -1.13456 7.44509
F -0.60754 -3.21733 6.84240
F -1.67973 -1.50081 5.78208
F 0.60377 -1.76046 5.63082
B 1.26541 -0.38156 12.69081
F 0.04655 0.27539 12.35723
F 1.16374 -1.25421 13.67174
F 1.64235 -0.98904 11.55048
F 2.13099 0.67222 13.01064


# 5
B6F24V | ωB97M-V with the def2-TZVPD basis set

Computed properties:
**Charge**: -2
**Gap between HOMO and LUMO (alpha / beta)**: 9.21 / 2.49 eV
**Energy above the lowest of the compared OMol25 structures with the same formula, charge and spin**: 0.379 eV
**F_max**: 4.66 eV Å⁻¹
**Spin multiplicity**: 4

CARTESIAN COORDINATES (ANGSTROEM)
V 32.23642 24.12382 8.78104
B 34.59507 22.24676 10.02475
F 35.76988 22.54835 9.28792
F 34.70989 22.91454 11.23750
F 33.58597 22.72053 9.27712
F 34.33460 20.97574 10.30487
B 33.57146 23.22285 5.91147
F 33.43375 24.45648 5.28405
F 32.93807 23.24047 7.06699
F 33.13010 22.21060 5.09851
F 34.85978 23.02386 6.13692
B 34.09823 26.14228 9.16695
F 34.38110 25.05273 8.40619
F 34.02261 27.17769 8.36966
F 32.82584 25.90630 9.57200
F 34.94806 26.27386 10.34426
B 30.35732 25.91340 7.88772
F 31.52489 25.61074 7.21565
F 30.42390 25.10493 8.99822
F 30.25006 27.15482 8.31658
F 29.24484 25.43986 7.14908
B 30.28368 22.14082 8.24066
F 30.48990 21.02075 7.51851
F 30.55964 23.14916 7.36195
F 29.02730 22.27228 8.69569
F 31.28123 22.30747 9.23935
B 31.32989 24.34486 12.00504
F 31.77669 25.57828 12.26545
F 31.58763 23.38609 12.92421
F 29.99519 24.43938 11.91882
F 31.77712 23.97733 10.78168


# 6
BF4H26O13 | ωB97M-V with the def2-TZVPD basis set

Computed properties:
**Gap between HOMO and LUMO (alpha / beta)**: 9.83 / 1.92 eV
**Energy above the lowest of the compared OMol25 structures with the same formula, charge and spin**: 1.041 eV
**F_max**: 3.42 eV Å⁻¹
**Spin multiplicity**: 2

CARTESIAN COORDINATES (ANGSTROEM)
B -0.11910 0.32790 0.40880
F 0.63656 1.47610 0.47749
F -0.83658 0.11458 1.57490
F -0.96411 0.38580 -0.73603
F 0.70989 -0.70736 0.30971
O 0.45222 2.38176 -3.03515
H 0.06647 2.86504 -2.30449
H 0.46307 1.47084 -2.74131
O 0.78808 -1.07179 -2.34838
H 0.63044 -0.87231 -1.42556
H 1.72809 -0.93502 -2.46629
O 0.37950 2.36914 3.37102
H -0.52026 2.28139 3.68560
H 0.40976 1.83386 2.57805
O -2.55022 -1.83052 -1.58862
H -1.75774 -1.30836 -1.46390
H -3.09990 -1.61626 -0.83485
O -1.41974 3.01121 -0.29314
H -0.77659 3.61098 -0.67112
H -0.90404 2.26002 0.00013
O 2.54453 3.23796 -1.12277
H 2.00222 2.81835 -1.79065
H 3.30458 3.56695 -1.60268
O 3.38021 -2.86885 -0.56324
H 3.26876 -2.25856 0.16570
H 2.73938 -3.56028 -0.39746
O 3.59554 1.01343 0.57053
H 3.92282 0.64201 -0.24871
H 2.70800 1.30617 0.36365
O 0.79375 -4.08399 0.16359
H 0.17154 -3.54311 0.64993
H 0.38634 -4.20634 -0.69389
O 1.47568 -0.97818 3.13172
H 1.23853 -0.57589 2.29618
H 0.67580 -0.93279 3.65554
O -3.59402 0.23462 -3.23704
H -3.04983 -0.23281 -2.60333
H -4.26554 -0.39883 -3.49010
O -3.61152 0.30545 1.93808
H -2.76624 0.36861 1.49341
H -4.06414 1.11733 1.70960
O -1.50256 -2.61327 2.11662
H -0.87763 -1.90197 1.97612
H -1.79202 -2.50301 3.02232


# 7
BF4H64O32 | ωB97M-V with the def2-TZVPD basis set

Computed properties:
**Charge**: -1
**Gap between HOMO and LUMO**: 8.59 eV
**F_max**: 4.48 eV Å⁻¹
**Spin multiplicity**: 1

CARTESIAN COORDINATES (ANGSTROEM)
B -0.09119 0.13788 0.37541
F 0.05236 -0.69045 -0.72113
F -1.15470 0.88503 0.16814
F -0.45867 -0.67340 1.43268
F 1.04263 0.87318 0.59216
O -0.78245 -3.32046 -3.96201
H -0.23025 -2.67102 -4.39737
H -1.67281 -2.98313 -4.06046
O -3.13642 2.71580 0.35965
H -2.28775 2.28014 0.43850
H -3.08740 3.44950 0.97243
O -2.55594 -1.44199 4.61392
H -2.35998 -0.88299 3.86203
H -3.06708 -2.16442 4.24914
O -5.45905 1.37568 0.45279
H -5.20312 0.45737 0.36654
H -4.63041 1.85138 0.51017
O -0.67273 -3.07998 0.28630
H -1.24401 -2.89998 -0.46034
H -0.61590 -2.24545 0.75167
O -3.77258 3.66290 -2.07862
H -3.83881 4.61538 -2.01055
H -3.97319 3.34488 -1.19836
O -1.94005 -4.46014 2.26521
H -1.94544 -5.40247 2.09718
H -1.71648 -4.06721 1.42150
O 0.47770 -5.32491 -0.50840
H 1.32284 -4.98851 -0.80642
H 0.10879 -4.61516 0.01735
O 2.36345 -1.72724 -0.06775
H 1.55200 -1.89881 -0.54562
H 2.10266 -1.14704 0.64751
O -4.14575 -3.34764 3.25281
H -4.93190 -3.55718 2.74855
H -3.44133 -3.81589 2.80473
O 5.17304 -1.11331 -0.05941
H 5.22579 -1.63300 0.74269
H 4.27644 -1.24077 -0.36942
O -2.44176 0.59092 2.60852
H -2.19654 0.12448 1.80943
H -3.39688 0.53414 2.63602
O -0.96548 3.06355 3.61189
H -0.83907 3.77673 2.98608
H -1.50923 2.42865 3.14557
O -1.60488 1.80955 -2.62776
H -2.23723 2.17802 -2.01084
H -0.87269 1.52601 -2.08028
O -1.06097 4.96913 -2.38416
H -1.39868 4.07804 -2.47439
H -1.36134 5.42063 -3.17293
O 1.52145 5.97143 1.63277
H 2.26174 5.46271 1.30200
H 1.03697 6.22812 0.84816
O 3.75209 4.86109 -0.30787
H 4.28585 4.13130 0.00639
H 3.27945 4.50601 -1.06071
O -3.61977 -1.21179 0.45314
H -3.48313 -0.91146 -0.44540
H -3.34568 -2.12887 0.44393
O -0.23847 0.59302 5.52387
H -1.15702 0.84391 5.42618
H 0.18753 0.93025 4.73582
O 2.87785 -2.70860 -3.77721
H 3.60543 -2.25601 -4.20387
H 2.09826 -2.23252 -4.06324
O -2.02992 4.88313 1.71217
H -2.26375 5.59003 2.31370
H -1.35024 5.25903 1.15273
O -2.75978 -3.04872 -1.60213
H -2.60557 -2.18225 -1.97855
H -3.71274 -3.13733 -1.58620
O 2.88350 -4.10352 -1.43314
H 2.91871 -3.48818 -0.70078
H 3.11355 -3.57800 -2.19940
O 2.66071 1.79155 -1.53953
H 2.30436 2.65808 -1.73541
H 2.26732 1.55451 -0.69971
O 1.96803 -1.30353 3.01158
H 1.61135 -2.19123 3.04307
H 1.31161 -0.79801 2.53222
O 1.78573 4.30987 -2.38546
H 1.94436 4.16422 -3.31811
H 0.83898 4.43462 -2.31966
O 0.64823 -1.57307 -5.33998
H 0.76869 -0.62700 -5.42172
H 0.60787 -1.88874 -6.24273
O 4.81530 -2.35958 2.22209
H 5.44278 -1.76727 2.63643
H 3.96525 -1.94028 2.35562
O 4.75943 0.25835 -2.55432
H 4.74278 1.02635 -3.12538
H 4.28642 0.53305 -1.76882
O -3.22916 -0.38596 -2.35050
H -2.67715 0.20211 -2.86595
H -4.12211 -0.08360 -2.51618
O 6.15344 1.61053 0.16208
H 6.72798 1.08248 -0.39227
H 5.79653 0.99005 0.79759
O 0.82963 -3.89269 3.14330
H -0.04290 -4.10153 2.80964
H 1.18070 -4.73252 3.43938


# 8
BH16O6 | ωB97M-V with the def2-TZVPD basis set

Computed properties:
**Charge**: -1
**Gap between HOMO and LUMO**: 9.28 eV
**Energy above the lowest of the compared OMol25 structures with the same formula, charge and spin**: 2.103 eV
**F_max**: 8.88 eV Å⁻¹
**Spin multiplicity**: 1

CARTESIAN COORDINATES (ANGSTROEM)
B -15.36090 7.49536 30.02599
H -14.23447 7.95937 30.04793
H -15.26454 6.65166 30.72065
H -15.97103 8.18548 30.52699
H -15.87477 7.20423 28.89218
O -16.84400 9.19828 27.01441
H -17.65452 8.62436 26.80624
H -16.68410 9.05262 28.11342
O -13.50241 4.82578 28.90072
H -14.23466 5.37611 28.98242
H -13.26455 4.22897 29.64702
O -13.51099 9.08062 26.72132
H -13.60114 9.64024 27.60581
H -14.25377 8.49874 26.89562
O -15.66708 7.71094 33.61842
H -14.93880 7.01209 33.88130
H -15.41728 7.81893 32.80349
O -18.38680 6.15059 30.83405
H -17.54985 6.58098 30.50432
H -18.31463 6.30648 31.80392
O -14.31378 10.75278 30.35652
H -14.83963 11.50576 30.72850
H -14.88258 9.98519 30.47927